Entry 1:
96
Properties=species:S:1:pos:R:3 method="wB97M-V/def2-TZVPD" energy_ha=-2064.6288 e_lumo_ev=-2.88 max_force_ha_per_bohr=0.0619 total_charge=+1 gap_ev=3.9 e_above_lowest_kj_mol=102.0
Cl 0.240 2.232 -1.344
C 3.491 2.133 1.336
C 2.531 0.970 1.398
N 3.015 -0.369 0.893
C 1.918 -1.362 1.143
C 3.213 -0.289 -0.638
C 4.008 -1.425 -1.256
C 4.264 -0.795 1.583
C 4.261 -0.787 3.104
O 3.318 -1.716 3.603
C 3.529 -1.940 4.993
H 3.058 2.914 1.957
H 3.664 2.443 0.306
H 4.500 1.924 1.703
H 1.568 1.162 0.924
H 2.217 0.744 2.422
H 2.294 -2.363 0.951
H 1.085 -1.148 0.477
H 1.639 -1.247 2.184
H 3.767 0.643 -0.722
H 2.202 -0.159 -1.016
H 3.555 -2.406 -1.145
H 5.013 -1.460 -0.827
H 4.242 -1.110 -2.273
H 5.086 -0.181 1.214
H 4.470 -1.803 1.225
H 4.043 0.221 3.477
H 5.276 -1.018 3.438
H 2.944 -2.824 5.253
H 3.135 -1.111 5.585
H 4.565 -2.176 5.239
C -2.720 0.359 -2.772
C -2.571 -0.276 -4.136
N -1.183 -0.742 -4.501
C -1.131 -1.132 -5.955
C -0.221 0.441 -4.289
C 1.227 0.190 -4.691
C -0.777 -1.887 -3.601
C -1.634 -3.159 -3.673
O -1.705 -3.677 -4.967
C -2.968 -4.205 -5.345
H -2.798 -0.397 -1.980
H -3.700 0.827 -2.686
H -1.898 1.012 -2.524
H -2.814 0.485 -4.882
H -3.233 -1.112 -4.356
H -0.199 -1.672 -6.089
H -1.139 -0.204 -6.520
H -1.940 -1.795 -6.229
H -0.283 0.687 -3.228
H -0.713 1.245 -4.836
H 1.630 -0.536 -3.986
H 1.769 1.113 -4.489
H 1.292 -0.097 -5.735
H -0.885 -1.483 -2.592
H 0.278 -2.093 -3.751
H -2.629 -2.934 -3.270
H -1.172 -3.886 -2.993
H -3.444 -4.858 -4.613
H -2.808 -4.692 -6.303
H -3.662 -3.374 -5.533
C -1.742 2.478 1.706
C -2.571 1.798 2.769
N -2.722 0.322 2.602
C -3.665 -0.168 3.662
C -3.256 -0.026 1.235
C -4.609 0.610 0.922
C -1.424 -0.470 2.764
C -0.603 -0.221 4.010
O 0.002 1.040 3.886
C 0.678 1.487 5.048
H -0.926 1.851 1.337
H -1.306 3.455 1.912
H -2.343 2.616 0.802
H -3.562 2.239 2.865
H -2.129 1.948 3.753
H -3.290 0.125 4.637
H -3.777 -1.249 3.629
H -4.609 0.335 3.475
H -3.355 -1.112 1.260
H -2.506 0.227 0.488
H -4.757 0.821 -0.134
H -4.845 1.532 1.453
H -5.413 -0.060 1.236
H -0.830 -0.200 1.891
H -1.692 -1.523 2.687
H 0.136 -1.033 3.994
H -1.188 -0.243 4.934
H 0.041 1.474 5.935
H 1.135 2.443 4.814
H 1.499 0.798 5.301
O 0.362 4.863 0.533
C 0.739 6.161 0.210
O 1.485 6.224 -0.826
O 0.353 7.123 0.887
H 0.613 4.484 -0.341



Entry 2:
37
Properties=species:S:1:pos:R:3 method="wB97M-V/def2-TZVPD" energy_ha=-2848.4228 e_lumo_ev=-4.36 max_force_ha_per_bohr=0.3556 total_charge=+1 gap_ev=7.5
K 7.780 17.015 20.051
K 5.648 20.792 23.968
C 5.996 18.817 21.632
F 7.294 18.502 21.465
F 5.874 19.373 22.820
F 5.741 19.760 20.719
S 4.910 17.249 21.308
O 5.542 16.466 20.225
O 5.012 16.484 22.564
O 3.539 17.743 21.040
O 2.615 18.215 23.176
H 2.810 18.022 22.259
H 2.122 19.035 23.149
O 4.211 19.229 19.048
H 3.886 18.982 19.913
H 3.438 19.550 18.584
O 5.302 14.830 21.246
H 4.548 14.258 21.390
H 5.038 15.672 21.617
O 9.157 18.671 21.449
H 9.174 19.257 20.692
H 8.709 19.173 22.130
O 2.957 16.570 19.189
H 2.223 15.994 18.978
H 3.468 16.081 19.834
O 7.004 14.811 20.133
H 6.779 14.407 19.295
H 6.163 14.939 20.571
O 6.103 14.641 23.574
H 5.777 15.541 23.575
H 6.915 14.680 24.079
O 2.195 18.772 20.253
H 2.965 18.231 20.430
H 1.460 18.160 20.282
O 4.006 16.029 23.975
H 4.644 16.540 23.478
H 3.811 15.278 23.415



Entry 3:
9
Properties=species:S:1:pos:R:3 method="wB97M-V/def2-TZVPD" energy_ha=-1145.3478 e_lumo_ev=0.65 max_force_ha_per_bohr=0.1339 total_charge=0 gap_ev=10.4 e_above_lowest_kj_mol=187.5
C 1.017 0.138 0.095
C 0.090 -0.782 0.110
C -1.025 0.098 0.086
H 0.267 -1.900 0.429
H -1.186 2.053 -0.183
N -0.550 1.341 -0.061
N 0.847 1.417 0.105
Cl 2.599 -0.486 -0.083
Cl -2.696 -0.466 -0.052